1.
The following is a DFT calculation (ωB97M-V/def2-TZVPD) of a 12-piece molecular cluster, C6H33NO12 overall at a distorted geometry.

ORCA input file:
```
! wB97M-V def2-TZVPD RIJCOSX def2/J DEFGRID3
* xyz 0 1
H 0.002 -3.166 -3.914
O -0.941 3.702 3.356
H 2.200 0.113 -3.757
H -0.928 2.696 3.296
H -0.055 3.689 1.247
C -0.744 -0.346 -0.760
H -0.255 -0.771 3.423
H -3.848 -2.893 1.804
H -2.285 -1.890 -1.236
H 3.183 1.354 -0.413
C -2.199 -0.703 -1.020
H 0.290 -2.809 -2.473
H -2.940 -0.910 1.030
H -2.499 -2.928 2.750
O 0.062 1.306 -4.400
H 0.389 0.702 -3.679
H -3.912 1.451 1.059
O 3.013 2.580 2.560
H -1.355 -4.190 0.438
O 0.328 -1.323 3.813
H 3.052 1.114 -2.836
N 0.001 -1.713 -0.480
H -0.331 3.889 2.628
H 1.857 2.788 -0.873
H 0.273 -2.238 3.946
H -0.707 0.383 0.063
C -2.992 -0.213 0.200
H -1.157 3.733 0.279
H -3.597 1.603 -0.637
H 2.212 2.272 2.936
H -0.384 0.062 -1.801
H -0.475 0.746 -4.954
O -1.034 -5.019 0.114
O 2.085 2.533 -1.736
C 0.914 -1.829 0.498
H -2.692 -0.204 -1.963
O 2.948 0.292 -3.186
H 3.336 1.766 2.221
H 1.598 2.867 -2.500
O -0.364 3.139 0.415
C -3.485 1.004 0.226
H 2.594 -0.568 1.412
H 1.445 0.144 0.209
H 1.126 -0.210 2.014
O -0.285 -2.569 -3.195
H -0.606 -2.519 -0.773
O 1.334 -2.962 0.756
O -2.981 -2.613 1.981
C 1.519 -0.506 1.027
O 3.828 1.601 0.280
H 3.541 2.542 0.344
H -0.077 -4.979 0.259
*
```

Summary:
E_HOMO (Eh): -0.3569
Gap between HOMO and LUMO (eV): 9.4
LUMO energy (eV): -0.333
Energy above the lowest of the compared OMol25 structures with the same formula, charge and spin (eV): 6.4038

=====

2.
The following is a DFT calculation (ωB97M-V/def2-TZVPD) of the molecule C4H8NO3 at a distorted geometry.

ORCA input file:
```
! wB97M-V def2-TZVPD RIJCOSX def2/J DEFGRID3
* xyz 0 2
H -0.464 1.641 -0.576
N 0.808 0.439 1.267
O -0.791 -1.259 -1.888
H 0.070 -1.187 -0.298
H -1.118 0.264 -2.780
H 0.822 1.419 -1.717
H -1.967 0.241 -1.050
C 0.112 0.863 -1.065
O -0.761 -1.069 2.033
H -0.609 -1.607 1.152
C -1.052 0.067 -1.805
H 1.694 0.861 1.416
C 0.741 -0.145 -0.113
C 0.212 -0.210 2.348
H 1.743 -0.350 -0.406
O 0.559 0.032 3.484
*
```

Summary:
E_HOMO (spin up / spin down) (Eh): -0.3626 / -0.3615
Gap between HOMO and LUMO (spin up / spin down) (eV): 10.4 / 7.6
LUMO energy (spin up / spin down) (eV): 0.568 / -2.193
Energy above the lowest of the compared OMol25 structures with the same formula, charge and spin (eV): 2.2201

=====

3.
The following is a DFT calculation (ωB97M-V/def2-TZVPD) of C10H18BrClCrGeNO5 as an isolated structure at a distorted geometry.

ORCA input file:
```
! wB97M-V def2-TZVPD RIJCOSX def2/J DEFGRID3
* xyz 0 4
H -1.251 1.766 -2.627
N 2.117 -0.413 1.287
H 5.937 -0.478 0.823
H -1.712 0.043 -2.716
O 0.119 -2.905 2.282
H -0.892 2.269 0.822
H 2.250 1.642 1.382
H -4.536 2.724 -1.069
H 2.166 -2.481 1.216
H -3.232 -1.414 -0.585
C 4.131 -1.620 0.994
H 4.712 1.693 1.083
Cr 0.026 -0.131 1.486
C -1.167 1.224 0.658
C 2.816 0.727 1.261
O -2.133 -2.158 1.930
Br 4.977 -3.289 0.820
H -4.213 -0.578 0.625
H -4.134 2.745 0.662
O -0.760 -2.769 0.069
Cl -0.790 -2.175 1.408
C 2.759 -1.577 1.168
H 1.011 -0.380 -2.778
H -2.912 1.307 -3.066
H 0.128 -1.497 -0.933
C 4.185 0.749 1.094
H 1.446 0.931 -1.680
O -0.061 0.384 2.960
C -3.795 -0.501 -0.380
C -2.053 1.045 -2.438
H -4.609 -0.419 -1.104
O 0.387 -0.575 -0.815
C -3.715 2.691 -0.346
C 4.862 -0.450 0.956
H 2.325 -0.611 -1.598
C 1.349 -0.147 -1.770
H -3.075 3.564 -0.504
Ge -2.663 1.062 -0.577
*
```

Summary:
E_HOMO (spin up / spin down) (Eh): -0.2913 / -0.3503
Gap between HOMO and LUMO (spin up / spin down) (eV): 7.2 / 8.8
LUMO energy (spin up / spin down) (eV): -0.737 / -0.742
Energy above the lowest of the compared OMol25 structures with the same formula, charge and spin (eV): 0.2714

=====

4.
The following is a DFT calculation (ωB97M-V/def2-TZVPD) of C5H8O as an isolated structure at a distorted geometry.

ORCA input file:
```
! wB97M-V def2-TZVPD RIJCOSX def2/J DEFGRID3
* xyz 0 1
O 0.093 -1.169 0.854
H 0.787 -2.058 -1.189
C 1.119 -0.524 0.257
H 2.066 -1.069 0.261
H -1.887 0.565 1.255
H 1.961 1.478 0.098
C 1.034 0.919 0.183
H -2.142 0.915 -0.475
H 0.084 -2.334 -1.169
H -0.268 2.551 0.584
C -0.168 1.512 0.311
C -1.401 0.603 0.268
C -0.794 -0.683 -0.102
H -0.485 -0.705 -1.137
*
```

Summary:
E_HOMO (spin up / spin down) (Eh): -0.2875 / -0.2771
Gap between HOMO and LUMO (spin up / spin down) (eV): 7.9 / 7.9
LUMO energy (spin up / spin down) (eV): 0.095 / 0.322
Energy above the lowest of the compared OMol25 structures with the same formula, charge and spin (eV): 5.7479

=====

5.
The following is a DFT calculation (ωB97M-V/def2-TZVPD) of C3H6N2OS2 as an isolated structure at a distorted geometry.

ORCA input file:
```
! wB97M-V def2-TZVPD RIJCOSX def2/J DEFGRID3
* xyz 0 1
H 3.560 -0.451 1.230
N 3.084 1.184 0.082
N 1.480 -0.502 0.520
H -2.636 -1.840 0.119
C -1.180 0.042 -0.042
C 2.634 0.018 0.622
S -2.291 0.921 -0.815
H 0.194 -2.397 0.502
O -0.748 -2.489 0.053
C -1.631 -1.398 0.526
H -1.620 -1.369 1.673
S 0.347 0.707 -0.112
H 4.314 1.286 0.156
H 2.391 1.894 -0.124
*
```

Summary:
E_HOMO (Eh): -0.3139
Gap between HOMO and LUMO (eV): 8.4
LUMO energy (eV): -0.152
Energy above the lowest of the compared OMol25 structures with the same formula, charge and spin (eV): 4.0322

=====

6.
The following is a DFT calculation (ωB97M-V/def2-TZVPD) of a 2-piece molecular cluster, C4H9ClN overall at a distorted geometry.

ORCA input file:
```
! wB97M-V def2-TZVPD RIJCOSX def2/J DEFGRID3
* xyz 1 1
H 1.086 0.291 -1.805
H 1.913 0.948 -0.622
H -0.298 -0.301 2.181
H -2.237 0.681 0.415
C 0.862 0.774 -0.903
C -0.105 0.463 1.578
H -0.694 -1.227 -1.344
H 0.306 1.808 -1.081
C -1.140 0.843 0.598
N 0.035 0.133 0.109
Cl -0.862 3.653 -0.146
H -1.314 -1.569 0.165
H 0.546 1.200 1.831
H 0.288 -2.106 -0.167
C -0.493 -1.199 -0.370
*
```

Summary:
E_HOMO (spin up / spin down) (Eh): -0.5648 / -0.5509
Gap between HOMO and LUMO (spin up / spin down) (eV): 9.4 / 7.7
LUMO energy (spin up / spin down) (eV): -5.938 / -7.264
Energy above the lowest of the compared OMol25 structures with the same formula, charge and spin (eV): 5.4541

=====

7.
The following is a DFT calculation (ωB97M-V/def2-TZVPD) of a 2-piece molecular cluster, C5H5BrO2 overall at a distorted geometry.

ORCA input file:
```
! wB97M-V def2-TZVPD RIJCOSX def2/J DEFGRID3
* xyz 0 1
H -0.999 -0.038 -1.335
C 1.114 -0.887 0.901
H 1.133 -1.188 -1.431
C 1.404 -0.657 -0.538
H -1.659 1.031 1.588
Br -2.319 -1.566 0.225
H -0.901 2.061 0.145
H 1.027 -1.951 1.164
O 1.104 -0.029 1.743
C -1.311 1.111 0.550
C 1.479 0.525 -1.063
C -1.551 0.070 -0.294
O 1.481 1.517 -1.657
*
```

Summary:
E_HOMO (Eh): -0.3519
Gap between HOMO and LUMO (eV): 10.0
LUMO energy (eV): 0.455
Energy above the lowest of the compared OMol25 structures with the same formula, charge and spin (eV): 2.0700

=====

8.
The following is a DFT calculation (ωB97M-V/def2-TZVPD) of a 3-piece molecular cluster, C3H8O overall at a distorted geometry.

ORCA input file:
```
! wB97M-V def2-TZVPD RIJCOSX def2/J DEFGRID3
* xyz 0 1
C -0.284 0.241 -0.431
H 0.842 1.899 -0.663
H -0.875 -0.429 1.643
O -0.536 1.522 -0.157
H -0.584 -0.124 -1.436
H 1.381 -1.233 -0.407
H 1.456 0.082 0.885
C -1.102 -0.711 0.610
H 1.738 1.248 -0.819
H -0.945 -1.785 0.455
H -2.143 -0.465 0.389
C 1.053 -0.244 -0.070
*
```

Summary:
E_HOMO (Eh): -0.3526
Gap between HOMO and LUMO (eV): 9.1
LUMO energy (eV): -0.526
Energy above the lowest of the compared OMol25 structures with the same formula, charge and spin (eV): 4.9664

=====

9.
The following is a DFT calculation (ωB97M-V/def2-TZVPD) of C87H89AsBaF5N9O4S4Te as an isolated structure at a distorted geometry.

ORCA input file:
```
! wB97M-V def2-TZVPD RIJCOSX def2/J DEFGRID3
* xyz -2 1
N -0.350 0.650 2.974
C -1.842 -0.701 -6.734
C -2.709 -1.056 5.509
H 2.124 -2.969 7.144
H -3.657 1.508 -3.551
C -2.705 1.735 -3.032
C 5.334 -0.928 0.345
H -2.972 2.487 1.174
C -6.015 -0.420 3.668
C -2.388 -3.687 1.056
H 1.812 1.755 -3.147
C -1.404 -6.217 0.424
C -0.843 -5.315 6.116
F -0.658 5.795 6.846
C -1.199 -4.144 1.603
C 2.135 -2.322 6.276
H -6.178 -1.622 -4.899
H -0.843 5.789 0.907
H 1.007 -5.973 -2.996
H -4.508 3.172 -2.036
H 1.695 -4.128 -7.265
N -2.589 3.316 0.720
C -1.028 -4.443 5.069
H -2.033 0.889 -3.177
H -4.706 2.119 -0.631
C 5.473 2.221 3.368
H 3.339 -3.171 2.750
C 4.259 2.269 4.043
C -5.784 -0.615 -5.046
C 2.669 -3.331 -5.527
C 1.015 1.593 -5.554
N 3.337 2.059 -0.971
C 2.494 1.762 -5.895
H -4.997 0.220 -7.492
C 3.914 -2.539 2.093
F -2.676 4.160 6.000
C 0.153 -3.279 -1.139
H 3.009 -5.835 -1.555
C -2.084 1.199 7.006
H 1.895 -4.919 3.430
H 2.039 2.883 -7.691
N -2.852 1.962 -1.622
C -3.565 -1.758 -3.525
C 1.139 -5.064 4.186
C 0.318 -6.086 6.200
C 2.165 -0.692 4.039
C -0.034 -4.307 4.093
H 0.008 7.173 0.156
H -6.467 -0.079 -5.702
C 0.219 -2.088 -4.989
C 2.989 2.125 1.938
H -0.633 -2.552 -1.010
H -3.696 -0.984 -2.771
H 2.264 3.883 -6.252
H -2.356 3.980 1.445
C -0.701 -5.403 1.287
N -0.994 -1.566 -4.625
C 1.305 -5.948 5.225
C 3.364 1.931 -4.655
H 1.845 6.572 -2.079
C 1.308 -1.929 -4.108
H 3.968 0.635 -7.052
H -3.836 0.739 8.141
S -0.551 -0.544 3.747
C 5.613 2.259 -3.772
H -1.850 2.086 7.575
C 2.204 -5.120 -1.441
C 2.513 -2.548 -4.396
H 3.384 4.434 1.126
H 3.395 -0.449 -0.493
H 2.294 0.351 -7.528
C 2.852 1.912 -3.367
Ba 0.490 1.691 1.065
H -4.011 -4.165 -0.237
H -0.892 -1.071 -3.711
C 6.001 -1.659 1.312
H -1.602 -5.409 6.881
C -3.085 -4.512 0.192
C 3.705 2.071 -2.278
H 2.139 -0.068 3.162
H 0.232 -5.725 1.721
H -3.147 -6.410 -0.806
H 2.147 2.242 3.892
C 0.564 5.302 4.858
C -2.906 -0.219 -7.468
C 2.952 0.521 -6.677
H -4.457 -2.384 -3.520
H -0.843 -0.687 -7.147
C -1.280 0.828 5.941
H 3.611 -3.824 -5.729
H 6.400 2.132 1.445
H -0.999 -0.669 0.103
H 0.491 6.584 1.763
Te -3.206 -0.091 2.330
H 3.662 3.189 -7.073
H -2.743 -2.690 1.297
S 5.916 2.368 -0.976
C -3.339 -1.177 -4.888
C 1.081 -5.197 -2.246
N -0.783 3.319 -3.063
C -3.501 -0.694 6.584
C -8.135 0.340 2.840
C 4.741 2.113 -4.832
H 3.324 -2.402 -3.696
H 3.184 -4.043 0.134
C -1.427 3.629 4.009
C 1.252 5.666 -1.948
C -1.609 -0.284 5.186
H -0.957 3.502 -2.073
C -6.131 0.657 1.562
C 2.629 3.008 -6.785
C 2.309 -4.115 -0.494
C 4.249 2.132 1.290
H -0.461 -3.056 -6.776
C -1.561 4.284 5.230
O 0.152 -0.432 -2.654
H 3.760 5.113 -0.479
C 0.118 6.290 0.788
C 0.054 -4.280 -2.091
H 1.636 4.867 -2.582
H 2.205 -6.545 5.286
O 0.650 3.502 -0.129
H 2.916 -0.360 -6.039
C 0.940 -1.914 5.706
H -2.720 3.831 -3.592
H -1.918 -3.839 4.988
F 1.714 4.915 2.862
H -2.698 1.134 -1.063
H -5.437 -0.901 4.444
H -2.945 -1.916 4.901
C -0.353 3.779 3.134
C -4.174 -0.183 -6.916
C 3.359 -1.070 4.626
H -8.071 1.279 0.915
C 0.615 4.633 3.641
S 1.462 -1.922 0.936
H -0.209 2.478 -3.045
N 1.196 -2.971 2.229
F 1.548 6.159 5.251
H -1.023 -7.198 0.180
H 4.271 -2.226 6.179
H 3.275 6.190 0.864
H -1.881 2.769 -4.743
F -2.470 2.832 3.660
C 1.207 -1.110 -2.826
C -3.198 0.444 7.322
H 4.292 -0.719 4.212
H 0.215 5.846 -2.232
C -4.399 -0.660 -5.630
C 3.951 -0.979 0.261
C 5.091 2.236 -2.492
C -2.051 2.968 -3.679
H -4.413 4.344 0.207
C -7.379 -0.283 3.821
H -0.406 1.397 5.659
C 0.967 -1.116 4.577
C 4.304 2.153 -0.148
H 0.452 -6.779 7.018
H 0.448 1.397 -6.463
H 0.864 0.758 -4.879
H 6.412 2.239 3.907
C 3.073 2.213 3.334
C 1.595 -3.499 -6.387
C -0.549 5.127 5.666
H 5.150 2.135 -5.832
C 3.341 -1.903 5.734
H -2.986 4.630 -0.820
H 4.250 2.335 5.126
H 7.080 -1.613 1.378
C 3.256 -1.791 1.135
N 0.629 -0.746 0.913
C 5.463 2.160 1.993
H -4.372 -1.281 6.839
H -5.773 -0.120 -4.076
C -3.516 3.863 -0.240
H -0.007 -2.213 6.134
H 6.675 2.377 -3.933
H -2.714 -2.362 -3.227
C 1.292 -3.194 -0.358
S -0.243 -3.167 2.759
H -0.821 -4.336 -2.722
C -2.040 -1.168 -5.434
N -1.151 -1.973 3.140
H 5.808 -3.040 2.947
H 0.622 2.496 -5.096
C -7.495 0.803 1.700
C -3.980 2.737 -1.178
H -5.644 1.017 0.668
C -2.600 -5.773 -0.126
H -7.867 -0.664 4.711
H -1.111 -0.450 -1.370
H -9.205 0.458 2.958
C -5.344 0.054 2.540
As 1.268 4.976 -0.110
C 5.293 -2.463 2.190
C 3.134 5.211 0.409
H -2.748 0.155 -8.473
O -1.669 -0.671 -0.601
H 5.893 -0.323 -0.352
C 0.385 -2.890 -6.124
O 2.157 -1.167 -2.042
*
```

Summary:
E_HOMO (Eh): -0.0429
Gap between HOMO and LUMO (eV): 4.3
LUMO energy (eV): 3.171

=====

10.
The following is a DFT calculation (ωB97M-V/def2-TZVPD) of C15H23LaN5Se3Te as an isolated structure at a distorted geometry.

ORCA input file:
```
! wB97M-V def2-TZVPD RIJCOSX def2/J DEFGRID3
* xyz 1 1
H -1.429 -3.098 1.594
H 0.925 -2.397 1.996
H 3.675 -0.128 1.690
Te 0.218 -4.418 -2.593
C -3.516 1.436 -1.110
H 2.954 1.392 0.150
Se 1.042 -4.391 -0.196
C -3.064 2.492 -1.897
N 2.708 -1.271 0.199
H 0.531 4.080 -1.820
H 2.991 -2.244 0.053
C -0.655 -1.365 2.635
Se 1.336 -2.341 -3.665
H -1.330 3.504 -2.654
H -3.741 3.107 -2.498
Se -0.493 -0.871 -3.768
C -0.831 1.850 -1.349
H 4.470 -0.346 -0.550
H 1.818 -0.586 3.419
C 1.304 3.255 -1.768
H 3.266 1.682 -1.618
C 0.658 1.945 -1.263
C 2.771 1.022 -0.851
N -2.003 -1.330 0.611
C 3.404 -0.403 -0.811
H -0.500 -1.775 3.681
H -4.348 -1.011 1.956
N 0.615 -1.436 1.845
C 2.932 -0.933 1.596
H 2.168 3.628 -1.235
N -1.282 0.841 -0.642
C -3.964 -0.121 1.489
C 1.683 -0.564 2.336
H 1.392 0.468 2.034
H -4.768 0.422 0.960
N 1.298 0.883 -0.971
H 3.270 -0.958 -1.780
C -1.686 2.700 -2.016
C -2.874 -0.414 0.532
H 3.356 -1.846 2.113
C -2.572 0.652 -0.457
La 0.182 -1.500 -0.896
H 1.557 3.107 -2.796
H -0.972 -0.332 2.835
H -4.592 1.270 -1.029
H -2.638 -2.170 2.497
H -3.483 0.598 2.191
C -1.783 -2.085 1.820
*
```

Summary:
E_HOMO (Eh): -0.3536
Gap between HOMO and LUMO (eV): 6.1
LUMO energy (eV): -3.548